C15H23IrO | wB97M-V/def2-TZVPD

```
40
Properties=species:S:1:pos:R:3
H 1.23499 -2.18411 -2.74184
H -3.07037 -1.89956 4.21120
H -0.05819 -1.23573 -3.52611
H 0.10725 3.41537 1.18280
H 2.15737 -0.33306 0.17308
C -2.12779 -1.64701 4.70524
H 1.52973 2.15440 -0.73083
H 1.49753 2.01101 -2.85925
H -0.13102 1.73573 3.30925
H 3.21691 0.66481 -1.71823
H 1.07947 -0.60761 2.66039
H -1.84754 -1.96812 1.33679
C 1.68473 -0.11504 -2.99112
C -1.98825 -1.12444 0.66302
C -1.45992 -0.98877 -0.66845
H 1.40053 -1.67304 -4.42710
C 1.02924 -1.35670 -3.43518
C 1.04672 0.28401 2.03851
H -3.19476 0.29582 1.93024
H -0.85705 -1.72070 -1.19915
Ir -0.58114 0.58300 0.59648
C -2.60215 0.97479 -0.13522
C 1.20766 1.17282 -3.50757
C 0.50960 2.40619 1.25332
H -2.20061 -0.62896 5.11094
C 1.61195 0.42634 0.72457
H 0.11489 1.18445 -3.62162
H 1.63227 1.38422 -4.50642
H -1.94592 -2.34984 5.53325
C 1.26007 1.73554 0.23294
H -3.02047 1.97600 -0.20527
C -2.68553 0.08970 0.99365
C 3.00883 -0.20194 -2.35748
C -1.83558 0.31494 -1.16192
H -0.30304 -2.00151 4.07790
H 3.09717 -1.11519 -1.75381
H -1.59225 0.73408 -2.13300
O -1.12364 -1.66340 3.68066
C 0.37997 1.51402 2.37361
H 3.81833 -0.24251 -3.10829
```

Its expectation value of S² is 8.760. Its spin multiplicity is 6. As for the total charge: +1. The calculated total energy is -20798.6221 eV. The HOMO-LUMO gap (alpha / beta) comes out at 7.392 / 6.351 eV.


C15H23MoN5 | wB97M-V/def2-TZVPD

```
44
Properties=species:S:1:pos:R:3
H 0.03780 -3.63737 1.10887
H -4.38243 2.98901 1.45553
H 2.95697 -3.20629 -0.66926
H 0.65497 1.02941 -3.69483
H 2.89553 0.00818 -2.79158
C -1.14364 -0.31070 2.34716
C -1.83451 1.87099 -0.45608
C 0.78389 0.49286 -2.75435
H 2.55521 1.64043 -2.22883
C -2.92145 2.63556 -0.10262
N 0.98045 -2.41783 -0.33208
N 2.20595 0.14698 -0.75293
N -1.32196 0.93356 0.37802
H -1.94194 -1.62981 3.81108
H -0.36678 3.19252 -3.25051
Mo 0.14991 -0.39618 -0.31298
H -1.80895 2.27697 -3.66228
H 2.25530 -2.33658 -2.01787
H 0.46682 -3.08048 -0.91639
C 2.20746 0.60927 -2.19961
C 3.06949 -1.06771 -0.46171
H 2.56274 0.91035 -0.17877
H 4.04117 -0.95395 -0.94358
H 0.52518 -0.55235 -2.98502
H -3.31844 3.39315 -0.76854
H 1.70198 -1.37447 2.33797
C 0.90933 -2.98555 1.07831
C -3.51293 2.41410 1.15444
C 2.37450 -2.32388 -0.93364
C -2.97849 1.46013 2.01014
C -1.07875 1.90095 -1.72688
H -3.43226 1.28235 2.97732
C -1.43318 -0.65596 3.74996
H -0.51354 -0.75189 4.33251
C -1.86576 0.73567 1.59128
C -1.31042 2.81841 -2.83928
H -2.07442 0.07839 4.22952
H 1.78666 -3.59730 1.28440
H -1.94426 3.65759 -2.56277
H 3.24935 -1.08567 0.61309
N -0.15605 0.95380 -1.70524
N -0.20647 -0.85993 1.61174
C 0.76283 -1.88376 2.12208
H 0.41314 -2.32296 3.05421
```

As for the total charge: +4. The calculated total energy is -25189.6368 eV. The HOMO-LUMO gap (alpha / beta) comes out at 6.605 / 6.652 eV.


C15H23N3O | wB97M-V/def2-TZVPD

```
42
Properties=species:S:1:pos:R:3
H -2.49984 -0.10604 -1.41467
N 2.81631 0.66724 -0.67644
H -2.67876 -1.10613 0.83281
C 5.18765 0.53241 -0.28198
H -0.86378 1.74051 -1.81237
C -3.21178 2.29749 0.65860
H 1.68034 -2.85299 0.28800
C -2.36408 -0.07054 0.70315
H 3.03926 1.61069 -0.96800
H -4.10114 2.92540 0.74278
C -0.52446 -0.78828 -1.03463
H -1.65474 0.18086 1.49294
C 0.92303 -2.46399 0.97040
C 0.77165 -0.40796 -0.36997
C -0.78078 -2.29842 -0.87194
H -1.81737 -2.51300 -1.14082
C -1.72568 0.12326 -0.67121
H 5.88822 -0.14494 0.21189
H -2.51600 2.59557 1.44641
H 2.00697 -0.63022 1.37041
H -2.25225 3.54430 -0.81848
H 0.26923 -0.54202 1.67966
H -0.14129 -2.81676 -1.59079
H -4.33243 0.55312 0.09223
H -4.04070 0.68510 1.82776
C -2.55250 2.50116 -0.70116
C -1.33383 1.59395 -0.83854
N 1.54264 0.30050 -1.08855
H -0.36564 -0.60152 -2.10350
H 1.12585 -2.86555 1.96483
H -1.19933 -2.51816 1.24690
C -0.47202 -2.86550 0.51252
C 5.08588 1.75753 0.45853
H -0.59919 1.86122 -0.07589
H -0.54646 -3.95449 0.46689
C -3.58986 0.83224 0.84376
H -3.27056 2.26897 -1.49119
C 3.82504 -0.18292 -0.38626
O 3.71809 -1.37782 -0.23247
N 4.97053 2.73157 1.04701
H 5.55476 0.74254 -1.29093
C 1.02903 -0.93839 1.00234
```

The calculated total energy is -22445.8863 eV. The energy above the lowest of the compared OMol25 structures with the same formula, charge and spin is 1.086 eV. The HOMO-LUMO gap comes out at 9.817 eV.


C15H23N3O6S | wB97M-V/def2-TZVPD

```
48
Properties=species:S:1:pos:R:3
H 2.70418 0.76239 3.15602
O -3.14112 1.65382 -1.61624
H -1.34273 -0.99068 0.97838
C 3.72995 0.72949 0.33562
H 5.77883 1.77993 -0.91579
C 4.78732 2.01938 -1.31667
H -4.02005 2.36874 2.79812
C 4.81572 2.14406 -2.82779
H 3.82306 2.37712 -3.20290
H -3.81913 -1.01374 1.00564
N -1.19286 -2.37348 -0.60561
S 0.19924 -3.24345 -0.30160
H 4.44679 2.94789 -0.84425
O -3.86865 1.15198 0.45971
C -1.10602 -1.41467 -1.68254
C -3.37718 0.83567 -0.75841
H 2.17605 -1.03904 -1.43625
H -3.22090 3.10962 0.54039
O 3.88430 0.96739 -0.97040
C 1.33699 -2.04857 0.34413
H 5.14468 1.20943 -3.27334
H -3.06316 -1.86092 -2.48011
C -2.52257 -0.99694 -2.08530
O 0.67614 -3.73004 -1.55859
H -5.64358 2.13006 2.14683
H 4.03014 -0.39245 3.09905
H -2.49380 -0.20032 -2.82930
H -1.88144 -2.66646 1.30065
H -0.58883 -1.90432 -2.50701
C -1.87056 -1.86504 0.56224
H -4.95373 3.75833 2.22291
N -3.23070 -0.50362 -0.92260
C 1.56629 -1.82062 1.68611
H 1.15600 -2.34402 2.52638
C -3.29214 -1.45685 0.16271
H -3.83282 -2.34003 -0.18959
O 4.29872 1.35498 1.20283
H -0.53987 -0.52156 -1.37294
O -0.10848 -4.17315 0.74410
C 2.10737 -1.12793 -0.37207
C -4.72987 2.70999 2.04926
C 2.94468 -0.29694 3.05903
C -4.14859 2.53824 0.65846
H -4.85178 2.87302 -0.11188
N 2.44473 -0.81197 1.81434
H 5.50038 2.93644 -3.11541
C 2.79170 -0.36788 0.56347
H 2.49729 -0.85331 3.88024
```

The calculated total energy is -43519.4539 eV. The energy above the lowest of the compared OMol25 structures with the same formula, charge and spin is 0.092 eV. The HOMO-LUMO gap comes out at 9.687 eV.


C15H23N5O3SeW | wB97M-V/def2-TZVPD

```
48
Properties=species:S:1:pos:R:3
C -1.67663 0.58958 2.14488
H -3.77769 2.00587 -0.14285
C 0.38591 -2.68208 0.56799
C 0.20345 2.73388 -2.18314
O 1.14212 0.45459 0.73752
C -0.78357 1.66202 2.32132
H -1.90200 3.65025 -0.19297
H 0.63866 -3.27952 -2.28529
H -0.04863 3.47280 1.45296
C -1.85956 2.79555 0.46248
N 0.54718 -0.17183 -1.71648
H -0.12201 -2.18065 3.31692
C 1.80054 2.52411 -0.36744
Se -1.19985 -1.74270 0.13428
C -1.21702 2.40573 -2.64889
C 0.42040 -4.04335 -1.54161
H -1.87479 3.23167 -2.38091
O 3.25467 1.15365 0.96989
H -3.48994 -0.09619 1.17283
N 1.10575 -2.67626 1.70078
C -2.75902 0.69797 1.22442
C 1.99489 -4.20717 0.40392
W -0.63037 0.85241 -0.02627
N 0.91943 -3.62952 -0.22847
H -0.64883 -4.22486 -1.48874
H -1.59697 -0.30778 2.73625
N 0.46030 2.33910 -0.89339
C -2.90198 1.87545 0.48170
H -1.58017 0.38127 -2.63993
C 2.17215 1.34478 0.52098
H -2.74349 1.20163 -1.93102
C 0.84162 -1.89006 2.90100
H 2.57256 -4.99340 -0.04857
H 2.53114 2.61834 -1.17386
H 1.34247 -0.62222 -1.26388
H -1.22535 2.32452 -3.73369
H 0.93358 -4.96007 -1.81530
H 0.87317 -0.83565 2.64634
H 2.82059 -3.76865 2.40109
H 0.93536 0.48596 -2.39291
C -0.80223 2.70228 1.41321
H 0.05627 -0.91587 -2.20734
N -1.73215 1.15558 -2.00049
C 2.11228 -3.60667 1.60808
H 1.89362 3.43739 0.22926
H 1.62323 -2.11132 3.62108
H 0.00094 1.58468 3.06220
O 0.98998 3.26474 -2.92795
```

As for the total charge: +2. The calculated total energy is -96680.4607 eV. The energy above the lowest of the compared OMol25 structures with the same formula, charge and spin is 0.554 eV. The HOMO-LUMO gap comes out at 8.003 eV.


C15H23NOS | wB97M-V/def2-TZVPD

```
41
Properties=species:S:1:pos:R:3
C 4.02791 -1.80186 0.52450
C -0.67025 -0.46434 -0.67039
C 4.31867 1.56929 2.47013
H -5.85263 1.62588 -3.22245
C -0.14525 -1.59670 -1.25926
H -6.20518 2.76910 -1.92555
H -6.93642 1.16292 -1.90960
H 2.75285 -3.50544 0.83399
H 3.29176 0.22291 0.36362
C 4.15051 -0.30087 0.78892
C 1.52640 -1.82766 0.42091
H 3.39127 2.01851 2.12078
C -4.84477 1.18597 -1.36502
H 4.87283 -2.31767 0.98459
H 5.21484 -0.37927 2.65604
H -0.61995 -1.94581 -2.16553
C 4.29274 0.05917 2.26756
C -3.56653 1.95679 -1.68691
H -2.64197 1.35367 0.17495
O -2.32414 -0.44044 -2.32242
C -0.05592 0.02010 0.52846
H 4.43995 1.81189 3.52297
N 0.99935 -0.73453 0.99758
H -3.34516 1.85332 -2.75099
H -5.05451 1.26475 -0.29495
H -4.69446 0.13210 -1.60300
H -3.72101 3.01638 -1.47182
H 1.34607 -3.15665 -1.23730
C 2.73088 -2.43821 1.05794
H 5.03512 0.06367 0.26181
H -1.55199 2.18050 -0.91737
C -2.37138 1.45751 -0.87872
H 1.41279 -0.37007 1.85154
H 2.68140 -2.31883 2.14121
H 4.07698 -1.97383 -0.55272
C -6.03402 1.71874 -2.15403
H 3.46636 -0.35764 2.84807
C -1.84467 0.14027 -1.36972
H 5.14285 2.01475 1.91790
S -0.40660 1.35495 1.44594
C 0.95589 -2.28502 -0.74009
```

The calculated total energy is -30301.6573 eV. The energy above the lowest of the compared OMol25 structures with the same formula, charge and spin is 0.433 eV. The HOMO-LUMO gap comes out at 7.770 eV.